w | # C3H5NOS

The molecule C3H5NOS (ωB97M-V/def2-TZVPD, OMol25).

The geometry in XYZ format:
```
11
Properties=species:S:1:pos:R:3:lowdin_charge:R:1
C 2.23281 0.00493 0.17250 -0.08
O 1.01681 -0.52141 -0.28101 -0.20
N -0.05560 0.26865 -0.31354 0.03
C -1.12716 -0.37119 -0.13920 -0.22
C -2.37844 0.38187 -0.06405 -0.69
S -3.83903 -0.23523 -0.01907 0.71
H 2.41381 0.86617 -0.46610 0.08
H 3.00566 -0.75647 -0.08840 0.11
H 2.10581 0.29537 1.21407 0.09
H -1.07735 -1.39673 0.13506 0.11
H -2.29731 1.46404 -0.15026 0.05
```

SMILES: CO/N=C/C=S



x | # C3H5NOS

A structure of composition C3H5NOS (ωB97M-V/def2-TZVPD, OMol25).

The geometry in XYZ format:
```
11
Properties=species:S:1:pos:R:3:lowdin_charge:R:1
C -0.66589 0.40220 0.70072 -0.32
C -1.85129 -1.42322 -0.32137 0.17
C 0.14336 1.26204 -0.02116 -0.17
N -1.09719 -0.70114 0.20284 -0.03
O 1.33934 -1.22758 0.28302 -0.70
S 2.11681 -0.00089 0.04526 0.78
H -0.41098 0.38318 1.83490 0.15
H -2.09328 -2.25036 -0.92975 0.07
H -0.11261 1.18602 -1.01717 0.04
H 0.56976 2.20364 0.49355 0.10
H 2.06197 0.16612 -1.27086 -0.10
```



y | # C3H5NOS

The molecule C3H5NOS (ωB97M-V/def2-TZVPD, OMol25).

The geometry in XYZ format:
```
11
Properties=species:S:1:pos:R:3:lowdin_charge:R:1
C -1.05400 2.33340 0.05622 0.09
C -0.68787 1.71418 -0.91342 -0.31
N -0.38943 0.82723 -1.88365 -0.39
S -0.71701 -0.80472 -1.86218 0.93
O 0.50555 -1.46362 -0.96731 -0.60
C 0.40336 -1.22265 0.44685 -0.17
H -1.41640 2.71993 0.99565 0.03
H 0.09565 1.18117 -2.80492 0.15
H 1.13404 -2.00813 0.96657 0.12
H -0.63762 -1.57970 0.70757 0.08
H 0.69798 -0.13675 0.51894 0.08
```

SMILES: C#CNSOC



Q: Which of them is the most stable? A: w.



w | # C3H5NOS

The molecule C3H5NOS (ωB97M-V/def2-TZVPD, OMol25).

The geometry in XYZ format:
```
11
Properties=species:S:1:pos:R:3:lowdin_charge:R:1
C -1.04324 0.22412 -0.19957 -0.19
C -0.20065 2.23467 1.01004 0.09
C -0.15943 -0.86038 -0.86130 -0.32
N -0.53445 1.34301 0.27437 -0.09
O 1.12357 -0.85920 1.73073 -0.61
S 1.40435 -0.79466 0.24519 0.83
H -2.11267 0.18691 -0.22091 0.10
H 0.09716 3.19788 0.68704 0.04
H -0.58608 -1.86888 -0.74769 0.07
H 0.20729 -0.65854 -1.90533 0.09
H 1.80415 -2.14494 -0.01258 0.00
```



x | # C3H5NOS

The molecule C3H5NOS (ωB97M-V/def2-TZVPD, OMol25).

The geometry in XYZ format:
```
11
Properties=species:S:1:pos:R:3:lowdin_charge:R:1
C 2.63523 0.20957 0.04117 -0.18
N 1.42366 0.52936 -0.04248 -0.36
S 0.35164 -0.77288 -0.02982 0.99
C -1.26581 -0.04555 -0.01438 -0.76
C -1.39441 1.44970 0.00681 -0.07
O -2.18195 -0.82720 0.04166 0.00
H 2.95913 -0.85000 0.22647 0.07
H 3.41939 0.97322 -0.00579 0.07
H -2.36758 1.64347 -0.44960 0.09
H -1.40227 1.90772 1.01669 0.10
H -0.59494 1.92144 -0.54808 0.06
```

SMILES: C=NSC(C)=O



y | # C3H5NOS

The molecule C3H5NOS (ωB97M-V/def2-TZVPD, OMol25).

The geometry in XYZ format:
```
11
Properties=species:S:1:pos:R:3:lowdin_charge:R:1
O 0.44528 1.88080 -0.37106 -0.04
C 0.21079 0.64083 0.27563 -0.40
C 1.02405 -0.59885 -0.11895 -0.08
N -0.31697 -1.24399 -0.23298 0.00
C -1.06671 -0.11835 -0.05522 -0.86
S -2.64642 0.28381 -0.11669 0.62
H -0.23282 2.53539 0.12237 0.17
H 0.01640 0.55213 1.36360 0.16
H 1.73259 -1.16182 0.56691 0.13
H 1.39402 -0.49340 -1.14372 0.12
H -0.56022 -2.27655 -0.28990 0.17
```

SMILES: O[C@@H]1CNC1=S



Q: Which of them is the most stable? A: x.



w | # C3H5NOS

A cluster of 2 separate species, C3H5NOS in total (ωB97M-V/def2-TZVPD, OMol25).

The geometry in XYZ format:
```
11
Properties=species:S:1:pos:R:3:lowdin_charge:R:1
C -1.10517 -1.23194 -1.73625 -0.38
C 0.69357 1.89237 -0.48155 -0.39
C -0.26282 -0.28695 -1.22149 -0.50
N -1.88444 -2.03440 -2.07842 0.14
O -0.85313 -1.47964 1.21948 -0.03
S -0.70747 1.32937 -1.19187 1.00
H 1.65820 1.44491 -0.58498 0.01
H -1.67241 -1.77940 1.02874 -0.03
H 0.69316 2.94965 -0.09533 0.02
H 0.50749 -0.78365 -0.69274 0.07
H -0.94970 -0.93123 2.05836 0.10
```



x | # C3H5NOS

The molecule C3H5NOS (ωB97M-V/def2-TZVPD, OMol25).

The geometry in XYZ format:
```
11
Properties=species:S:1:pos:R:3:lowdin_charge:R:1
C -1.51038 0.40617 -2.02709 -0.12
N -1.96364 0.56125 -0.82030 -0.46
S -1.22302 0.68864 0.62592 0.90
C 0.44930 -0.02137 0.43537 -0.70
C 1.42709 -0.51784 1.65979 -0.04
O 0.91010 -0.06030 -0.64335 -0.02
H -2.50454 0.29049 -2.64276 0.10
H -0.37439 0.23788 -2.39740 0.12
H 1.57681 -1.58169 1.67871 0.05
H 2.39691 0.06952 1.59237 0.09
H 0.81578 -0.07274 2.53874 0.08
```

SMILES: C=NSC(C)=O



y | # C3H5NOS

The molecule C3H5NOS (ωB97M-V/def2-TZVPD, OMol25).

The geometry in XYZ format:
```
11
Properties=species:S:1:pos:R:3:lowdin_charge:R:1
C 0.87985 -0.53062 0.26263 -0.17
C 0.66090 1.02640 0.06538 -0.17
C -0.40040 -0.75125 -0.47973 -0.36
N -0.65028 0.74056 -0.58529 -0.21
O -2.95117 -0.11669 -0.27301 -0.51
S -1.75493 -0.03115 0.52291 0.96
H 1.72978 -0.78634 -0.18880 0.04
H 1.02859 -0.94486 1.35771 0.15
H 0.72144 1.45777 1.07125 0.11
H 1.27939 1.45803 -0.56585 0.05
H -0.54317 -1.52185 -1.18721 0.11
```



Q: Which of them is the most stable? A: x.



w | # C3H5NOS

The molecule C3H5NOS (ωB97M-V/def2-TZVPD, OMol25).

The geometry in XYZ format:
```
11
Properties=species:S:1:pos:R:3:lowdin_charge:R:1
N 1.72901 -0.42554 0.62912 0.01
C 0.63525 0.51003 0.84892 -0.18
C -0.63717 0.60068 0.43182 -0.16
C -1.26307 -0.11933 -0.74468 -0.94
O -0.45523 -0.73435 -1.58064 0.02
S -2.82316 0.10379 -1.02030 0.73
H 2.56549 -0.18692 1.17009 0.06
H 2.03890 -0.98127 -0.30769 0.16
H 0.81975 1.10750 1.79457 0.12
H -1.45837 1.28568 0.85074 0.10
H -1.15140 -1.16026 -2.07195 0.06
```

SMILES: N/C=C\C(O)=S



x | # C3H5NOS

A cluster of 2 separate species, C3H5NOS in total (ωB97M-V/def2-TZVPD, OMol25).

The geometry in XYZ format:
```
11
Properties=species:S:1:pos:R:3:lowdin_charge:R:1
C -1.47730 -0.16685 -0.26348 -0.11
N -0.15846 -0.63345 -0.50847 0.00
C 0.58258 -0.58585 -1.47495 -0.32
O 1.53912 -0.65591 -2.15158 0.15
H -1.52537 -0.33223 0.86004 0.11
H -1.72879 0.80720 -0.69055 0.10
H -2.13609 -0.84035 -0.72193 0.06
C 1.23469 0.67077 1.12719 -0.61
S 1.28536 -0.00018 2.57780 0.62
H 0.32256 1.12674 0.83156 -0.03
H 2.06169 0.61011 0.41438 0.02
```

SMILES: CN=C=O.C=S



Q: Which of them is the most stable? A: w.



w | # C3H5NOS

A cluster of 2 separate species, C3H5NOS in total (ωB97M-V/def2-TZVPD, OMol25).

The geometry in XYZ format:
```
11
Properties=species:S:1:pos:R:3:lowdin_charge:R:1
H 0.62695 1.47010 -0.78370 0.02
N 0.21054 1.13634 -1.61630 0.04
C 0.19313 -0.05367 -2.01927 -0.58
S 1.14325 -1.43286 -1.26511 0.69
H -0.33592 -0.33988 -2.83679 0.02
H 1.83119 -0.64389 -0.42698 -0.15
C -0.33915 -0.34438 1.93394 0.00
C -1.26788 0.35593 1.48846 -0.35
O -2.16429 0.99393 1.23138 0.21
H 0.09351 -1.18238 1.44629 0.03
H 0.00867 0.04076 2.84808 0.07
```

SMILES: [H]/N=C\S.C=C=O



x | # C3H5NOS

A cluster of 2 separate species, C3H5NOS in total (ωB97M-V/def2-TZVPD, OMol25).

The geometry in XYZ format:
```
11
Properties=species:S:1:pos:R:3:lowdin_charge:R:1
C -1.45923 0.03332 1.44942 -0.16
C -1.16523 -1.12882 0.82796 -0.11
O -0.90553 -0.80490 -0.45361 0.04
C -1.01318 0.51209 -0.50639 -0.30
N -1.35442 1.05074 0.58401 0.11
H -1.65815 0.00307 2.57422 0.14
H -1.18828 -2.19813 1.23319 0.15
H -0.95212 0.93352 -1.45802 0.10
S 1.93497 1.70449 -1.42765 0.53
H 0.74255 1.15337 -1.68692 -0.26
H 2.72178 1.16120 -2.34825 -0.22
```

SMILES: c1cocn1.S



Q: Which of them is the most stable? A: x.



w | # C3H5NOS

The molecule C3H5NOS (ωB97M-V/def2-TZVPD, OMol25).

The geometry in XYZ format:
```
11
Properties=species:S:1:pos:R:3:lowdin_charge:R:1
C 0.88647 -1.13569 -0.42975 -0.17
N -0.29586 -0.64137 -1.10131 -0.40
O -0.18775 0.78215 -1.21262 -0.15
C -1.06572 1.50081 -0.39857 -0.18
C -1.91567 0.76354 0.35972 -0.38
S -1.72668 -0.97253 0.00300 0.89
H 0.89752 -2.23913 -0.18408 0.10
H 1.79498 -0.82503 -0.90388 0.07
H 0.75891 -0.75185 0.63996 0.08
H -0.74712 2.43725 -0.19110 0.08
H -2.53422 1.12129 1.19265 0.07
```

SMILES: CN1OC=CS1



x | # C3H5NOS

The molecule C3H5NOS (ωB97M-V/def2-TZVPD, OMol25).

The geometry in XYZ format:
```
11
Properties=species:S:1:pos:R:3:lowdin_charge:R:1
S 1.40733 0.70174 -2.60238 0.55
C 0.45128 0.53397 -1.18957 -0.91
N -0.61449 -0.32268 -0.94066 0.02
C -0.50387 -0.76230 0.56161 -0.11
C 0.19368 0.51801 1.14674 -0.07
O 0.96617 1.02237 -0.06175 -0.15
H -0.91266 -1.04739 -1.65411 0.16
H -1.54151 -1.01318 0.96838 0.13
H 0.06349 -1.64736 0.82320 0.10
H -0.51897 1.31636 0.96248 0.11
H 1.00955 0.70047 1.98606 0.17
```

SMILES: S=C1NCCO1



Q: Which of them is the most stable? A: x.



w | # C3H5FN2S

The molecule C3H5FN2S (ωB97M-V/def2-TZVPD, OMol25).

The geometry in XYZ format:
```
12
Properties=species:S:1:pos:R:3:lowdin_charge:R:1
N -2.43505 -0.64613 -0.09167 0.08
C -1.40298 0.26423 -0.02692 -0.13
C -0.10492 -0.08124 -0.04311 -0.30
F 0.21169 -1.40864 -0.05814 -0.01
C 0.96619 0.88757 -0.05848 -0.27
N 2.23268 0.77241 -0.02709 -0.36
S 2.94880 -0.78869 -0.03030 0.72
H -3.32307 -0.32608 0.26701 0.09
H -2.19717 -1.60700 0.12674 0.10
H -1.69064 1.30750 -0.03023 0.13
H 0.60367 1.92096 -0.04921 0.12
H 4.19080 -0.29489 0.02140 -0.16
```

SMILES: N/C=C(F)/C=N\S



x | # C3H5FN2S

A cluster of 2 separate species, C3H5FN2S in total (ωB97M-V/def2-TZVPD, OMol25).

The geometry in XYZ format:
```
12
Properties=species:S:1:pos:R:3:lowdin_charge:R:1
C -1.84062 -0.34613 0.07297 -0.50
C 0.53271 -0.95479 -0.38468 -0.13
C 1.85836 -0.93180 -0.29216 -0.13
H -0.28220 2.01139 1.29555 -0.05
H -2.62510 0.40758 -0.40749 0.13
H -3.09530 -1.73438 -0.21533 0.18
H -0.05479 -1.82785 -0.79172 0.12
H 2.50120 -1.51703 -0.96926 0.12
N -0.52968 -0.01415 -0.02612 -0.51
N -1.86274 -1.59654 0.44368 0.04
F 2.56894 -0.03138 0.47720 -0.03
S -0.38250 1.72586 -0.15665 0.75
```



Q: Which of them is the most stable? A: w.